ORCA calculation (the ωB97M-V functional and the def2-TZVPD basis) on C70H70BrClF10Ga as an isolated structure in a non-equilibrium geometry.

The geometry in ORCA input format:
```
! wB97M-V def2-TZVPD RIJCOSX def2/J DEFGRID3
* xyz -1 1
C 1.2846 5.2295 1.5349
C 0.6571 4.2556 2.2675
Ga -0.0307 2.5603 1.2827
Br -0.0951 0.8783 3.0701
C -1.8863 3.0314 0.5458
C -2.7957 1.9338 -0.0152
C -2.8390 0.6519 0.7970
Cl -2.4440 1.4964 -1.7363
C 1.3963 2.1425 -0.1134
C 0.9206 2.4371 -1.5589
C 2.0262 0.7388 -0.0341
C 1.0677 -0.4260 -0.3769
C 1.0217 -1.5235 0.7276
H 0.6977 5.8217 0.8302
H 2.3563 5.4388 1.6164
H 0.4930 4.3106 3.3478
H -1.7232 3.7642 -0.2517
H -2.4487 3.5545 1.3241
H -3.8198 2.3228 -0.0306
H -3.0808 0.8599 1.8404
H -1.9210 0.0723 0.7141
H -3.6527 0.0310 0.4134
H 2.2136 2.8495 0.0618
H 1.7464 2.8859 -2.1199
H 0.1280 3.1882 -1.5438
H 0.5320 1.5441 -2.0440
H 2.8234 0.7231 -0.7974
H 2.5459 0.5848 0.9132
H 1.4735 -0.9380 -1.2551
H 0.0647 -0.0952 -0.6496
H -0.0002 -1.6255 1.0986
H 1.3949 -2.4817 0.3655
H 1.5950 -1.2071 1.5970
F 4.2077 -1.8538 -1.5330
C 4.4126 -1.3225 -2.7547
C 3.3799 -1.3335 -3.6698
C 3.5880 -0.7840 -4.9256
C 4.8243 -0.2418 -5.2512
C 5.8513 -0.2446 -4.3165
C 5.6475 -0.7839 -3.0542
H 2.4268 -1.7664 -3.3962
H 2.7837 -0.7781 -5.6489
H 4.9862 0.1844 -6.2326
H 6.8158 0.1753 -4.5696
H 6.4313 -0.7888 -2.3086
F 6.3653 -2.9994 5.3524
C 5.0426 -2.7148 5.3238
C 4.6405 -1.4237 5.0465
C 3.2831 -1.1362 5.0138
C 2.3535 -2.1364 5.2648
C 2.7806 -3.4267 5.5456
C 4.1365 -3.7251 5.5723
H 5.3821 -0.6585 4.8592
H 2.9470 -0.1322 4.7891
H 1.2967 -1.9059 5.2383
H 2.0566 -4.2060 5.7440
H 4.4907 -4.7262 5.7808
F -7.0324 5.3479 4.6986
C -5.7027 5.1204 4.5649
C -4.8167 6.1063 4.9448
C -3.4548 5.8708 4.8117
C -3.0019 4.6647 4.2951
C -3.9125 3.6877 3.9147
C -5.2757 3.9118 4.0541
H -5.1904 7.0434 5.3372
H -2.7464 6.6316 5.1115
H -1.9403 4.4839 4.1868
H -3.5569 2.7495 3.5083
H -6.0018 3.1606 3.7711
F 8.5357 -7.6737 -1.5589
C 7.6317 -6.6671 -1.4792
C 6.6199 -6.6059 -2.4151
C 5.6937 -5.5759 -2.3284
C 5.7959 -4.6246 -1.3217
C 6.8264 -4.7063 -0.3947
C 7.7527 -5.7376 -0.4672
H 6.5635 -7.3527 -3.1966
H 4.8899 -5.5154 -3.0501
H 5.0748 -3.8227 -1.2600
H 6.9097 -3.9644 0.3883
H 8.5586 -5.8238 0.2498
F 8.3236 -8.0881 -5.6100
C 9.6332 -8.3956 -5.5182
C 10.1899 -8.5853 -4.2694
C 11.5369 -8.9058 -4.1810
C 12.3056 -9.0227 -5.3321
C 11.7247 -8.8231 -6.5773
C 10.3763 -8.5114 -6.6758
H 9.5755 -8.4819 -3.3859
H 11.9866 -9.0637 -3.2097
H 13.3568 -9.2690 -5.2579
H 12.3213 -8.9096 -7.4758
H 9.9028 -8.3591 -7.6373
F -5.3057 -1.6538 0.9058
C -6.6157 -1.3501 0.8896
C -6.9934 -0.0481 0.6266
C -8.3448 0.2629 0.6059
C -9.2932 -0.7211 0.8546
C -8.8895 -2.0225 1.1202
C -7.5401 -2.3460 1.1346
H -6.2365 0.7035 0.4420
H -8.6576 1.2768 0.3951
H -10.3463 -0.4726 0.8410
H -9.6266 -2.7895 1.3179
H -7.2031 -3.3551 1.3326
F -3.0166 -5.4106 -4.8755
C -3.2092 -4.7355 -3.7196
C -4.4962 -4.5672 -3.2507
C -4.6892 -3.8770 -2.0616
C -3.6029 -3.3617 -1.3685
C -2.3172 -3.5390 -1.8617
C -2.1137 -4.2355 -3.0448
H -5.3293 -4.9709 -3.8110
H -5.6915 -3.7405 -1.6760
H -3.7578 -2.8215 -0.4459
H -1.4704 -3.1322 -1.3243
H -1.1198 -4.3912 -3.4432
F 10.3625 -9.3839 -10.9204
C 9.0505 -9.0722 -10.9452
C 8.6772 -7.7571 -11.1388
C 7.3266 -7.4409 -11.1655
C 6.3729 -8.4342 -10.9906
C 6.7706 -9.7492 -10.7927
C 8.1187 -10.0764 -10.7733
H 9.4364 -6.9966 -11.2650
H 7.0190 -6.4158 -11.3221
H 5.3210 -8.1827 -11.0075
H 6.0294 -10.5243 -10.6513
H 8.4491 -11.0960 -10.6268
F -4.8645 10.6115 7.6259
C -5.7395 10.5815 6.6023
C -5.8425 11.6835 5.7767
C -6.7418 11.6451 4.7198
C -7.5270 10.5196 4.5110
C -7.4111 9.4234 5.3561
C -6.5071 9.4498 6.4079
H -5.2259 12.5529 5.9620
H -6.8296 12.4973 4.0591
H -8.2309 10.4965 3.6898
H -8.0258 8.5474 5.1964
H -6.3949 8.6036 7.0732
F -11.0062 10.0764 4.8916
C -11.2120 10.7584 6.0369
C -12.5038 10.9170 6.4980
C -12.7108 11.6160 7.6787
C -11.6333 12.1506 8.3727
C -10.3433 11.9816 7.8872
C -10.1256 11.2762 6.7125
H -13.3295 10.4983 5.9382
H -13.7163 11.7433 8.0571
H -11.7998 12.6979 9.2912
H -9.5017 12.3996 8.4236
H -9.1294 11.1260 6.3220
*
```

Summary:
- Kohn-Sham gap: 5.6 eV
- Molar mass: 1286.39 g mol⁻¹